{
  "formula": "C14H16N4O3",
  "method": "ωB97M-V/def2-TZVPD",
  "lumo_energy_ha": 0.0036,
  "orbital_gap_ev": 8.98,
  "multiplicity": 1,
  "e_tot_ev": -26878.671,
  "e_homo_ev": -8.88,
  "de_lowest_kj_mol": 433.4,
  "smiles": "CCc1ccc(NC(=O)Cn2cc([N+](=O)[O-])nc2C)cc1",
  "symbols": ["C", "C", "C", "C", "C", "C", "N", "C", "O", "C", "N", "C", "C", "N", "O", "O", "N", "C", "C", "C", "C", "H", "H", "H", "H", "H", "H", "H", "H", "H", "H", "H", "H", "H", "H", "H", "H"],
  "coordinates": [[6.9714, -1.9268, 0.3581], [6.6356, -0.4771, 0.7150], [5.2316, -0.1475, 0.2991], [4.1619, -0.3823, 1.1531], [2.8594, -0.1243, 0.7682], [2.6065, 0.3797, -0.5017], [1.3105, 0.6698, -0.9683], [0.1309, 0.5401, -0.3184], [-0.0277, 0.1426, 0.8094], [-1.0617, 0.9933, -1.1958], [-2.3087, 0.6546, -0.5761], [-3.0954, -0.4008, -0.9004], [-4.1494, -0.3575, -0.0153], [-5.2482, -1.2434, 0.0323], [-6.1007, -1.0764, 0.8730], [-5.2585, -2.1320, -0.8049], [-4.0049, 0.6926, 0.8369], [-2.8963, 1.2807, 0.4969], [-2.3239, 2.4731, 1.1588], [3.6696, 0.6170, -1.3681], [4.9648, 0.3539, -0.9690], [6.2879, -2.6078, 0.8600], [6.8832, -2.0832, -0.7147], [7.9873, -2.1671, 0.6619], [6.7441, -0.3381, 1.7921], [7.3380, 0.1896, 0.2110], [4.3479, -0.7731, 2.1426], [2.0439, -0.3125, 1.4454], [1.2874, 1.0231, -1.9156], [-1.0015, 2.0790, -1.3296], [-1.0099, 0.5077, -2.1737], [-2.8826, -1.0823, -1.6973], [-1.3528, 2.2305, 1.5874], [-2.2034, 3.2945, 0.4524], [-2.9976, 2.7800, 1.9520], [3.4794, 1.0097, -2.3580], [5.7800, 0.5436, -1.6520]],
  "atomic_forces_ev_per_a": [[0.10, 0.18, 0.09], [-0.01, -0.23, -0.09], [0.07, 0.11, 0.11], [0.13, 0.08, -0.22], [-0.22, -0.03, 0.08], [0.29, -0.06, 0.16], [0.18, 0.11, -0.34], [-0.38, 0.18, -0.45], [0.00, -0.09, 0.19], [0.28, -0.02, 0.24], [-0.23, 0.06, 0.10], [-0.83, -0.48, 0.22], [1.65, 1.06, -0.31], [-0.60, -0.52, -0.06], [-0.07, 0.09, 0.16], [0.03, -0.21, -0.20], [-0.43, -0.14, 0.24], [-0.05, 0.00, -0.04], [0.14, 0.02, 0.00], [-0.12, -0.03, 0.05], [-0.07, -0.02, 0.08], [-0.05, -0.10, 0.02], [-0.01, -0.06, -0.09], [0.10, -0.10, 0.00], [0.04, 0.09, -0.02], [0.00, 0.05, 0.08], [0.02, -0.04, 0.13], [-0.03, 0.00, 0.01], [-0.14, -0.07, 0.17], [0.00, -0.14, -0.07], [-0.02, 0.13, 0.07], [0.08, -0.11, -0.17], [0.06, 0.06, 0.05], [0.02, 0.11, 0.01], [-0.02, 0.03, 0.00], [-0.02, 0.05, -0.11], [0.09, 0.03, -0.07]]
}